Density functional theory data (ωB97M-V with the def2-TZVPD basis set) for a 2-piece molecular cluster, C3H9Cl2NP overall in a non-equilibrium geometry.

```
! RIJCOSX wB97M-V def2-TZVPD def2/J DEFGRID3
* xyz 1 1
C -1.795 -0.847 -0.312
C -0.995 0.788 -1.832
C 1.609 0.317 2.273
N -1.203 0.418 -0.506
P 1.304 -0.216 0.482
Cl 2.469 -1.830 0.344
Cl 2.188 1.054 -0.860
H -2.213 -1.054 0.671
H -2.637 -1.024 -1.068
H -1.038 -1.506 -0.601
H 0.082 0.995 -1.907
H -1.430 0.086 -2.606
H -1.488 1.709 -1.835
H 1.189 1.287 2.512
H 2.722 0.468 2.462
H 1.235 -0.645 2.782
*
```

Results
Highest occupied orbital energy (alpha / beta) ... -13.746 / -13.940 eV
Lowest unoccupied orbital energy (alpha / beta) ... -7.4 / -6.0 eV
Kohn-Sham gap (alpha / beta) ... 6.3 / 7.9 eV
Total energy ... -39071.3530 eV